No. 1
# C3H5N3OS

One molecule with the formula C3H5N3OS at a distorted geometry (wB97M-V/def2-TZVPD, OMol25).

XYZ file:
```
13
Properties=species:S:1:pos:R:3:forces:R:3:mulliken_charge:R:1
C 0.554 0.030 0.334 -2.29 0.73 -3.03 0.571
H -1.957 0.576 -0.013 -1.58 1.38 1.80 0.303
S 1.101 -1.516 2.528 0.60 -1.26 0.09 -0.149
N 0.314 1.543 -1.387 -1.15 -0.28 -0.98 -0.438
H 2.136 0.270 1.374 -1.31 -1.39 -0.14 0.354
C -1.527 -0.019 -0.731 2.53 0.44 -1.80 -0.316
N 1.349 -0.435 1.248 4.47 0.05 3.07 -0.262
H 2.059 -2.611 2.350 -1.34 1.84 -0.42 0.151
N 0.914 1.129 -0.254 1.01 -0.17 1.71 -0.413
H -1.358 1.430 -2.574 0.79 -0.84 1.03 0.364
O -0.485 -0.755 0.021 -0.90 -0.16 -0.99 -0.365
C -0.799 1.006 -1.683 -1.86 -0.26 -0.68 -0.068
H -2.301 -0.648 -1.212 1.04 -0.08 0.34 0.269
```
Forces are in eV/Å.

As for the gap between HOMO and LUMO: 9.02 eV. The value obtained for the LUMO energy is 0.5 eV. As for the HOMO energy: -8.54 eV. Its energy above the lowest of the compared OMol25 structures with the same formula, charge and spin is 83.6 kcal per mole.

---

No. 2
# C3H5N3OS

C3H5N3OS as an isolated structure at a distorted geometry (wB97M-V/def2-TZVPD, OMol25).

XYZ file:
```
13
Properties=species:S:1:pos:R:3:forces:R:3:mulliken_charge:R:1
H 0.062 -1.560 3.216 0.70 1.02 -3.07 0.266
C -0.123 0.419 -2.183 -1.48 -1.07 0.21 -0.052
N 0.233 -1.016 -0.623 -0.49 -1.43 1.03 -0.135
H -0.328 1.015 -3.145 0.41 -1.47 1.67 0.330
H 0.824 -1.861 1.466 1.21 -1.02 0.02 0.277
N -0.047 -0.935 -1.926 0.45 4.38 -1.98 -0.704
C 0.181 0.126 -0.025 -0.19 1.25 -2.90 0.527
O 0.182 2.483 -1.016 -3.75 0.67 5.66 -0.443
H -0.861 -1.739 1.621 1.01 1.16 0.45 0.285
H -0.512 2.881 -0.028 3.21 -1.40 -4.57 0.408
C 0.120 -1.313 2.020 -2.57 -1.61 2.96 -0.762
S 0.432 0.389 1.581 -0.04 0.78 2.92 -0.193
N -0.163 1.112 -0.958 1.53 -1.26 -2.41 0.195
```
Forces are in eV/Å.

As for the gap between HOMO and LUMO: 8.29 eV. The value obtained for the LUMO energy is -0.3 eV. As for the HOMO energy: -8.63 eV. Its energy above the lowest of the compared OMol25 structures with the same formula, charge and spin is 127.8 kcal per mole.

---

No. 3
# C3H5N3OS

One molecule with the formula C3H5N3OS (wB97M-V/def2-TZVPD, OMol25).

XYZ file:
```
13
Properties=species:S:1:pos:R:3:forces:R:3:mulliken_charge:R:1
H 0.182 -0.663 2.301 -0.50 -0.22 0.05 0.293
N -1.070 0.220 -0.051 -0.24 -0.38 -0.30 -0.170
H 1.570 0.028 3.162 -0.24 -0.05 -0.62 0.325
H 1.870 -0.228 -1.284 -0.70 -0.03 0.05 0.382
C 0.782 -0.255 -1.108 0.47 0.16 0.11 0.066
C 1.172 -0.273 2.169 0.92 0.18 0.30 -0.786
S 1.109 1.217 1.143 -0.05 -0.16 -0.03 -0.020
O -2.396 -1.196 -1.352 0.66 0.31 0.23 -0.547
H -1.723 0.977 0.035 -0.37 0.11 0.03 0.243
N -0.055 -1.069 -1.642 -0.03 0.18 0.19 -0.488
C -1.312 -0.750 -1.065 -0.37 -0.06 -0.04 0.402
H 1.846 -1.030 1.747 -0.23 0.21 0.06 0.269
N 0.242 0.660 -0.222 0.68 -0.25 -0.04 0.032
```
Forces are in eV/Å.

As for the gap between HOMO and LUMO: 9.97 eV. The value obtained for the LUMO energy is 0.5 eV. As for the HOMO energy: -9.49 eV. Its energy above the lowest of the compared OMol25 structures with the same formula, charge and spin is 33.4 kcal per mole.

---

No. 4
# C3H5N3S

One molecule with the formula C3H5N3S at a distorted geometry (wB97M-V/def2-TZVPD, OMol25).

XYZ file:
```
12
Properties=species:S:1:pos:R:3:forces:R:3:mulliken_charge:R:1
H -0.724 -2.208 -1.354 1.38 1.18 -1.93 0.250
N 0.246 1.470 0.707 -1.20 -3.75 -1.44 -0.672
S 0.048 0.092 -1.696 -0.07 1.19 1.67 -0.088
H 1.056 -2.119 -1.734 -0.93 0.62 -0.48 0.254
N -0.339 -0.785 0.987 1.51 1.80 0.93 -0.436
H 0.239 2.017 2.608 -0.66 -2.71 -0.70 0.294
H -0.048 -1.708 -3.106 -0.35 -0.33 0.04 0.308
C 0.074 -1.641 -2.030 -0.13 -2.23 2.61 -0.723
H -0.182 -0.752 3.099 -0.27 0.59 0.33 0.418
C -0.178 -0.171 2.191 -0.76 -0.13 -1.64 -0.124
N 0.021 1.153 1.995 1.49 1.99 1.87 0.143
C 0.002 0.218 0.138 -0.02 1.77 -1.28 0.376
```
Forces are in eV/Å.

As for the gap between HOMO and LUMO: 9.21 eV. The value obtained for the LUMO energy is 0.9 eV. As for the HOMO energy: -8.34 eV. Its energy above the lowest of the compared OMol25 structures with the same formula, charge and spin is 34.4 kcal per mole.

---

No. 5
# C3H5N3S

One molecule with the formula C3H5N3S at a distorted geometry (wB97M-V/def2-TZVPD, OMol25).

XYZ file:
```
12
Properties=species:S:1:pos:R:3:forces:R:3:mulliken_charge:R:1
C 0.635 0.586 0.026 0.00 1.79 1.44 0.259
N 1.830 0.490 -0.076 -0.31 0.52 -1.23 0.429
N 2.722 -0.230 -0.515 4.25 -0.40 0.02 -0.853
C -1.539 1.361 0.064 -3.07 -2.10 -1.02 -0.104
H -2.096 2.287 0.026 -0.85 -0.40 0.34 0.394
H -1.116 -2.315 0.807 0.20 2.54 -0.70 0.335
N -0.332 1.465 0.090 3.38 0.93 0.24 -0.337
C -0.922 -1.331 0.168 1.60 -1.11 3.60 -0.663
S -2.273 -0.372 -0.205 -2.32 2.58 -0.19 -0.154
H -0.481 -1.715 -0.691 1.15 -0.41 -1.61 0.281
H 3.715 0.270 -0.436 -2.71 -1.02 -0.03 0.218
H -0.142 -0.494 0.742 -1.34 -2.90 -0.86 0.196
```
Forces are in eV/Å.

As for the gap between HOMO and LUMO (spin up / spin down): 7.91 / 7.91 eV. The value obtained for the LUMO energy (spin up / spin down) is 0.2 / 0.2 eV. As for the HOMO energy (spin up / spin down): -7.69 / -7.69 eV. Its energy above the lowest of the compared OMol25 structures with the same formula, charge and spin is 142.0 kcal per mole.

---

No. 6
# C3H5N3S2

One molecule with the formula C3H5N3S2 at a distorted geometry (wB97M-V/def2-TZVPD, OMol25).

XYZ file:
```
13
Properties=species:S:1:pos:R:3:forces:R:3:mulliken_charge:R:1
H -1.469 1.590 -1.561 -1.35 -1.32 -1.14 0.240
H -0.851 2.923 -1.025 0.46 -0.45 0.95 0.298
C 1.673 -1.159 0.333 -0.63 4.38 0.41 -0.158
S -1.952 -1.256 -0.381 -1.98 0.89 -0.29 -0.381
C -0.748 -0.335 0.217 -0.09 0.62 -2.05 0.256
H -0.107 -2.160 0.379 0.97 2.55 1.00 0.208
C -0.671 1.186 0.274 -0.75 2.98 1.10 0.404
N 0.284 -1.125 0.542 1.37 -4.48 0.15 -0.190
S 2.420 0.140 -0.404 -0.40 -2.12 0.77 -0.204
N -0.689 1.816 1.451 -0.88 -4.02 -1.67 -0.615
H -0.916 1.014 2.214 1.20 2.28 -2.00 0.292
N -0.699 1.910 -1.056 1.34 -0.68 3.40 -0.494
H 2.063 -1.873 1.044 0.75 -0.62 -0.65 0.344
```
Forces are in eV/Å.

As for the gap between HOMO and LUMO: 7.65 eV. The value obtained for the LUMO energy is -1.4 eV. As for the HOMO energy: -9.08 eV. Its energy above the lowest of the compared OMol25 structures with the same formula, charge and spin is 61.1 kcal per mole.

---

No. 7
# C3H5N4

A 2-piece molecular cluster, C3H5N4 overall at a distorted geometry (wB97M-V/def2-TZVPD, OMol25).

XYZ file:
```
12
Properties=species:S:1:pos:R:3:forces:R:3:mulliken_charge:R:1
H -1.488 1.982 0.774 -0.29 0.38 0.18 0.382
H -1.132 -0.613 -0.660 0.01 0.83 0.60 0.434
N -0.814 0.180 -0.023 -0.20 -1.60 -0.96 -0.081
N 1.391 2.013 1.435 -1.14 2.17 0.63 -0.371
H 1.082 -0.488 -0.586 -0.18 0.11 0.14 0.313
C -1.635 1.071 0.209 0.73 0.67 0.51 0.054
H 0.551 -1.003 1.031 -0.09 0.14 -0.22 0.332
C 1.463 0.903 0.981 1.21 -2.83 -1.01 0.050
H 2.455 0.403 1.005 0.22 0.28 0.22 0.332
N -1.276 -2.511 -2.658 0.07 0.64 0.73 -0.349
C 0.595 -0.152 0.337 -0.14 0.44 0.46 -0.330
N -1.192 -1.785 -1.844 -0.19 -1.24 -1.28 0.234
```
Forces are in eV/Å.

As for the gap between HOMO and LUMO (spin up / spin down): 7.24 / 11.14 eV. As for the charge: +1. The value obtained for the LUMO energy (spin up / spin down) is -7.1 / -5.2 eV. As for the HOMO energy (spin up / spin down): -14.29 / -16.34 eV. Its energy above the lowest of the compared OMol25 structures with the same formula, charge and spin is 100.2 kcal per mole.

---

No. 8
# C3H5N4

An isolated ion of composition C3H5N4 and charge +1 at a distorted geometry (wB97M-V/def2-TZVPD, OMol25).

XYZ file:
```
12
Properties=species:S:1:pos:R:3:forces:R:3:mulliken_charge:R:1
C 0.120 -1.610 -0.354 -0.53 3.86 2.93 0.077
H -1.461 1.221 -0.708 -0.77 -0.22 0.31 0.275
N 1.829 -0.121 0.346 1.05 -2.16 2.02 -0.317
N 1.590 1.098 0.150 1.52 -0.14 0.01 -0.172
N 1.262 -1.069 -0.249 -0.86 -1.68 -1.82 0.215
H 0.505 2.467 -0.705 -1.08 -1.16 0.00 0.402
H -1.974 -0.623 0.585 1.58 -0.40 0.04 0.382
N -0.734 0.805 -0.151 2.15 -0.54 0.49 -0.095
C 0.430 1.416 -0.306 -1.55 3.53 -1.36 0.071
H -0.434 -0.598 1.577 -0.04 1.00 -0.78 0.313
C -0.849 -0.455 0.554 -1.99 -2.00 -1.17 -0.539
H -0.283 -2.532 -0.739 0.52 -0.07 -0.68 0.387
```
Forces are in eV/Å.

As for the gap between HOMO and LUMO (spin up / spin down): 8.98 / 8.98 eV. As for the charge: +1. The value obtained for the LUMO energy (spin up / spin down) is -6.2 / -6.2 eV. As for the HOMO energy (spin up / spin down): -15.15 / -15.15 eV. Its energy above the lowest of the compared OMol25 structures with the same formula, charge and spin is 103.6 kcal per mole.

---

No. 9
# C3H5N4

An isolated ion of composition C3H5N4 and charge +1 at a distorted geometry (wB97M-V/def2-TZVPD, OMol25).

XYZ file:
```
12
Properties=species:S:1:pos:R:3:forces:R:3:mulliken_charge:R:1
N 0.734 -0.086 2.371 -0.24 0.47 1.87 -0.287
N 0.654 0.907 -0.478 2.92 4.39 0.18 -0.350
H -0.296 1.977 -1.680 -0.10 0.97 -0.48 0.294
N -0.318 1.118 -1.189 -1.07 -1.39 -0.19 0.271
H -1.659 -0.221 -0.411 0.20 -0.87 0.85 0.313
C -1.312 0.122 -1.353 0.09 -1.35 -1.77 -0.776
C 1.097 -0.607 1.155 1.08 0.46 2.04 0.380
N 0.943 -0.157 0.032 -0.16 -3.49 -1.79 0.071
C 1.531 -1.083 2.404 -1.62 -0.22 -1.85 0.046
H 1.767 -1.910 3.008 0.94 -0.62 0.95 0.357
H -2.141 0.600 -1.739 -1.81 0.97 -1.14 0.373
H -1.000 -0.659 -2.121 -0.22 0.68 1.34 0.307
```
Forces are in eV/Å.

As for the gap between HOMO and LUMO: 10.29 eV. As for the charge: +1. The value obtained for the LUMO energy is -4.7 eV. As for the HOMO energy: -14.97 eV. Its energy above the lowest of the compared OMol25 structures with the same formula, charge and spin is 120.8 kcal per mole.

---

No. 10
# C3H5N5

One molecule with the formula C3H5N5 at a distorted geometry (wB97M-V/def2-TZVPD, OMol25).

XYZ file:
```
13
Properties=species:S:1:pos:R:3:forces:R:3:mulliken_charge:R:1
N 0.534 -1.242 -0.151 0.71 0.17 0.74 -0.143
C -1.767 -0.690 0.011 -1.89 0.07 1.99 -0.449
H -2.644 0.942 0.867 -0.23 -0.32 0.34 0.277
N -2.761 0.423 0.002 0.70 -0.68 0.39 -0.663
H 1.741 2.185 -0.170 -0.71 0.30 -0.06 0.428
N 1.806 -0.939 0.083 0.08 -1.85 -0.46 -0.323
N -0.045 1.032 -0.010 1.28 0.45 -0.22 -0.401
H -1.925 -1.189 1.047 0.41 0.44 -1.73 0.258
C -0.345 -0.258 -0.040 -0.34 -0.66 -0.60 0.585
N 2.232 0.267 0.107 -1.47 1.17 -0.24 -0.195
H -2.439 1.129 -0.628 0.09 0.31 -1.03 0.291
C 1.264 1.216 -0.068 1.09 0.15 0.61 0.021
H -2.007 -1.456 -0.747 0.30 0.44 0.28 0.314
```
Forces are in eV/Å.

As for the gap between HOMO and LUMO: 9.44 eV. The value obtained for the LUMO energy is -0.5 eV. As for the HOMO energy: -9.97 eV. Its energy above the lowest of the compared OMol25 structures with the same formula, charge and spin is 62.8 kcal per mole.

---

no.,DFT total energy (Eh)
1,-754.905809
2,-754.835330
3,-754.985782
4,-679.730319
5,-679.558910
6,-1077.859767
7,-335.913038
8,-335.907605
9,-335.880245
10,-391.018328